Entry 1:
DFT (ωB97M-V with the def2-TZVPD basis set) results for a structure of composition C16H22O5 at a distorted geometry.

Output
energy above the lowest of the compared OMol25 structures with the same formula, charge and spin: 14.1004 eV
gap between HOMO and LUMO: 9.247 eV
HOMO: -8.71 eV
total charge: 0

```
43
Properties=species:S:1:pos:R:3:forces:R:3
C 3.7817 0.0283 -2.8455 0.44 -0.88 0.46
C 2.2564 0.6262 -2.7135 5.50 -1.32 -9.53
H 2.2275 1.6539 -2.6607 0.31 2.43 -0.62
H 1.6563 0.1879 -3.5468 0.61 0.80 -0.42
O 1.7602 0.2070 -1.6807 -3.70 0.60 12.91
C 1.3708 -0.9868 -1.3894 -1.89 2.06 4.14
O 1.3447 -1.7084 -2.2611 -0.55 -6.99 -5.47
C 0.7709 -1.3720 0.0377 4.14 4.02 2.61
C -0.6179 -1.9267 0.1129 -1.78 6.55 5.72
C -1.6611 -0.7883 -0.3767 1.12 -2.98 -0.93
C -1.7497 0.2810 0.6879 1.97 4.19 -5.67
O -2.8861 0.9653 0.0744 -1.36 3.96 0.61
C -3.2358 2.3634 0.4821 10.63 -6.88 8.08
C -2.5228 2.8589 1.8514 0.41 -4.82 -5.92
C -2.9969 4.0073 2.2093 9.24 0.32 9.53
C -3.8997 4.7719 1.8232 -8.89 1.67 -8.64
C -4.6812 4.3116 0.6317 9.94 -4.35 5.48
C -4.2247 3.0264 0.1740 -10.73 3.79 -6.05
H -4.9864 2.4998 -0.5830 1.80 1.13 1.25
H -5.5138 4.6943 0.4192 -6.45 3.09 -2.16
H -4.3790 5.5892 2.1543 -0.45 3.03 2.12
H -2.2273 4.4594 3.2710 -2.57 -1.13 -2.88
H -1.6321 2.3500 2.2980 -1.22 0.56 -0.55
H -0.7119 1.0665 0.5705 -3.07 -2.42 1.12
H -2.0755 -0.1003 1.5786 0.01 -0.69 2.77
H -2.6895 -1.2845 -0.3238 1.34 0.66 -0.74
H -1.3713 -0.4266 -1.5124 -0.97 -0.65 3.11
H -0.8976 -2.2027 1.3035 1.00 0.48 -3.50
H -0.4990 -2.6920 -0.4442 -0.53 -5.84 -3.80
C 1.8426 -2.1936 0.7294 -4.72 -7.64 2.45
O 1.4447 -3.2300 1.5392 2.72 5.96 -3.54
O 3.0087 -2.0934 0.2039 1.76 1.03 1.38
C 4.0728 -2.8805 0.8091 3.28 0.41 -2.30
C 4.2039 -4.1053 -0.2100 -2.18 -3.39 7.39
H 4.3390 -3.8694 -1.1957 0.86 0.53 -2.26
H 4.9456 -4.8201 0.4199 -1.10 1.46 -2.39
H 3.1251 -4.8047 -0.0709 3.00 2.35 -0.60
H 5.1675 -2.1664 0.8471 -3.49 -1.95 -0.48
H 3.9165 -3.1729 1.8481 -0.60 0.02 -0.40
H 1.0437 -0.4351 0.7893 -1.44 -1.34 -1.93
H 4.4707 0.4654 -2.0500 -1.28 -1.00 -0.20
H 4.4152 0.2793 -3.6829 -0.64 0.58 -1.02
H 3.8261 -1.1589 -2.9252 -0.44 2.56 0.84
```
Positions in Å, forces in eV/Å.

Entry 2:
DFT (ωB97M-V with the def2-TZVPD basis set) results for a cluster of 2 separate species, C16H23Cl2FNO5 in total at a distorted geometry.

Output
energy above the lowest of the compared OMol25 structures with the same formula, charge and spin: 0.0000 eV
gap between HOMO and LUMO: 8.421 eV
HOMO: -13.38 eV
total charge: +1

```
48
Properties=species:S:1:pos:R:3:forces:R:3
C -2.1348 4.1574 -1.1066 -0.13 -0.03 -0.03
C -0.7083 4.2966 -1.8589 -0.14 -0.42 -0.57
C -0.3386 2.8273 -2.4111 -1.75 0.39 0.75
O 1.1245 2.5442 -2.3642 -0.84 -3.19 2.24
C 1.1864 1.2492 -1.7451 -0.33 -1.43 -2.20
C 0.7723 0.0457 -2.6187 1.25 -0.68 4.26
C 0.7885 -1.3730 -1.9396 0.55 3.07 1.12
C 0.3044 -2.5895 -2.8682 0.47 -2.56 -1.19
O 1.0265 -3.5177 -3.2664 -2.38 4.05 1.80
O -1.0808 -2.5314 -3.2691 2.39 0.30 1.48
C -1.9576 -2.8114 -2.1378 -1.33 -0.25 0.92
C -2.7750 -1.5466 -1.5914 -0.79 0.20 1.01
C -3.2501 -1.7427 -0.0493 -0.33 0.26 0.00
F -3.8571 -3.0367 0.1712 1.05 1.77 -0.55
C 1.2211 -1.4935 -0.4544 -0.20 3.99 -2.53
C 1.6098 -0.1550 0.2641 0.05 -1.58 -0.39
C 2.0234 -0.1921 1.8250 -1.87 1.17 -0.82
C 0.6258 -0.4881 2.6221 -0.08 -1.55 -1.07
O 0.1713 0.6569 3.3899 -2.10 -0.44 -0.80
C -1.2651 0.5746 3.5332 -1.93 -3.52 2.57
O -1.8267 -0.3842 4.1316 2.85 3.94 -2.75
N 1.5889 1.1405 -0.3661 -1.23 -3.07 -2.77
H -2.7137 3.2253 -1.4760 0.93 1.56 0.39
H -1.9808 3.9956 0.0226 -0.22 0.40 -1.71
H -2.8167 5.0710 -1.2849 1.23 -1.46 0.41
H -0.7646 4.9940 -2.7649 -0.04 -0.90 1.39
H 0.1146 4.7207 -1.1724 -1.30 -0.89 -1.00
H -0.7813 2.6190 -3.4578 1.05 0.50 1.51
H -0.8658 2.0724 -1.7090 0.86 1.21 -1.07
H 0.4709 0.2079 -3.7109 0.54 -0.24 1.94
H -2.7296 -3.5854 -2.5046 1.44 1.15 0.59
H -1.3465 -3.2858 -1.2973 -0.91 0.58 -1.00
H -3.7548 -1.3723 -2.1814 1.84 -0.32 0.66
H -2.1673 -0.5609 -1.5839 -0.82 -1.63 -0.20
H -4.0478 -0.9604 0.2496 1.24 -1.26 -0.72
H -2.3957 -1.6199 0.7009 -0.96 -0.49 -1.09
H 1.2449 -2.5123 0.0581 0.08 1.84 -0.61
H 2.3370 0.8674 2.1734 -0.17 -1.80 -0.69
H 2.8346 -0.9706 2.0455 -1.99 1.66 -0.66
H -0.2088 -0.7143 1.8491 1.45 0.20 1.11
H 0.7518 -1.4529 3.2268 -0.21 1.62 -0.42
H -1.9789 1.3740 3.1129 1.86 -0.54 0.40
H 1.8485 2.0206 0.1175 -0.17 -0.95 -0.22
C 5.2859 -1.9856 4.3478 0.37 -0.11 0.53
Cl 4.3650 -1.8365 2.8420 1.04 -0.63 0.25
Cl 4.2584 -1.6947 5.7540 0.10 -0.02 -0.10
H 5.6980 -2.9916 4.4116 -0.20 0.12 -0.09
H 6.0935 -1.2551 4.3414 -0.24 -0.03 -0.09
```
Positions in Å, forces in eV/Å.

Entry 3:
DFT (ωB97M-V with the def2-TZVPD basis set) results for a structure of composition C16H23CuIN2O at a distorted geometry.

Output
<S²>: 0.7549
energy above the lowest of the compared OMol25 structures with the same formula, charge and spin: 0.4019 eV
gap between HOMO and LUMO (spin up / spin down): 7.226 / 6.771 eV
HOMO (spin up / spin down): -7.88 / -7.79 eV
total charge: 0
spin multiplicity: 2

```
44
Properties=species:S:1:pos:R:3:forces:R:3
C 2.6025 3.1612 0.4578 0.75 0.74 -0.16
C 3.3986 1.9835 -0.1054 0.42 0.38 0.32
H 2.2483 3.7928 -0.3772 0.34 -0.40 0.90
H 3.2470 3.8230 1.0569 0.03 -0.40 0.08
H 1.7647 2.8521 1.0849 0.16 0.22 -0.31
H 2.8444 1.3624 -0.8229 -0.01 0.15 0.22
H 4.2636 2.4033 -0.6323 -0.07 -0.28 -0.05
H 3.7841 1.3590 0.7090 -0.13 -0.09 -0.23
C -2.6915 1.2796 -0.8551 0.02 -0.23 -0.45
C -3.8978 1.1102 -1.5243 0.03 -0.19 0.13
C -4.0191 0.0521 -2.4276 0.33 0.00 0.07
C -2.9158 -0.7634 -2.6547 0.43 -0.15 0.14
H -2.5546 2.0894 -0.1484 0.05 -0.08 -0.06
H -4.7218 1.7933 -1.3136 0.23 -0.29 -0.10
H -4.9565 -0.1467 -2.9409 0.17 0.12 0.05
H -2.9317 -1.6174 -3.3380 -0.35 0.56 0.20
N -1.6270 0.4936 -1.0745 -1.01 -0.47 -0.38
C -1.7189 -0.5201 -1.9621 -1.07 1.15 0.40
C -0.5434 -1.3768 -2.0614 1.51 -1.17 -0.21
N 0.6015 -0.9517 -1.4878 -0.29 -0.47 -0.55
C 1.6122 -1.8130 -1.3095 -0.68 -0.18 -0.28
C 0.3918 -3.5644 -2.4200 0.25 0.18 0.06
C 1.5130 -3.1520 -1.6935 -0.17 0.26 -0.10
H 2.5043 -1.4296 -0.8240 -0.19 0.01 -0.01
H 2.3079 -3.8390 -1.4267 -0.06 0.05 -0.18
C -0.6278 -2.6533 -2.6410 -0.19 0.53 0.20
H -1.5156 -2.8833 -3.2271 0.34 -0.35 0.29
H 0.3052 -4.5783 -2.8076 0.09 0.22 0.13
Cu 0.2371 0.8988 -0.4344 0.17 -1.26 1.67
I 0.1561 3.1109 -1.4252 -0.92 0.65 -1.26
C 0.5735 -1.4565 3.0921 0.07 -0.14 0.08
C 0.1629 -0.1823 2.3495 -0.01 0.03 0.12
C -1.3495 -0.0108 2.5449 -0.20 -0.09 0.02
C 0.8989 1.0266 2.9094 0.12 -0.07 0.25
O 0.5462 -0.3556 1.0208 -0.27 0.60 -1.00
H 0.3815 -1.3814 4.1716 0.03 -0.03 -0.21
H 1.6388 -1.6541 2.9306 -0.13 0.06 0.06
H 0.0033 -2.3005 2.6839 0.13 0.11 0.12
H -1.5384 0.2449 3.5981 -0.11 -0.03 -0.30
H -1.7833 0.7659 1.9044 0.22 0.06 0.12
H -1.8800 -0.9451 2.3208 0.12 0.13 -0.01
H 1.9733 0.8264 2.8903 -0.02 0.07 0.03
H 0.7187 1.8952 2.2763 -0.21 0.01 0.15
H 0.5933 1.2511 3.9338 0.07 0.08 0.01
```
Positions in Å, forces in eV/Å.

Entry 4:
DFT (ωB97M-V with the def2-TZVPD basis set) results for a cluster of 5 separate species, C16H23N4O in total at a distorted geometry.

Output
energy above the lowest of the compared OMol25 structures with the same formula, charge and spin: 8.5740 eV
gap between HOMO and LUMO: 8.996 eV
HOMO: -11.02 eV
total charge: +1

```
44
Properties=species:S:1:pos:R:3:forces:R:3
O -0.0369 -0.1315 -0.3775 1.42 -3.21 2.85
H 0.9795 -0.3300 -0.2205 -2.47 0.50 -0.13
H -0.5600 -1.1185 -0.3274 1.38 2.24 -0.25
H -0.0072 0.4432 -1.1223 -0.54 0.65 -2.02
N -0.6837 1.3523 4.1928 0.47 1.60 -1.82
C -0.6655 2.0542 3.0933 -0.07 4.12 -4.88
C -1.3868 1.3463 2.0677 -0.60 0.15 1.98
C -1.9051 0.1439 2.8479 -1.44 -1.40 -2.81
C -1.4045 0.2937 4.1008 -1.18 2.65 -11.22
H -0.3808 1.5675 5.0424 1.96 1.82 3.96
H -0.2788 3.2135 3.0409 -0.82 -3.48 0.20
H -1.6832 1.8039 1.0420 0.68 -1.27 2.11
H -2.6113 -0.8675 2.5352 2.22 3.51 0.75
H -1.4176 -0.0910 4.8841 -1.26 -7.64 11.78
N -0.5267 2.3512 -1.9698 -0.80 5.58 4.35
C 0.8189 2.1641 -1.9125 0.02 0.41 -0.08
C 1.0329 1.1886 -2.9014 -1.05 0.01 -0.95
C -0.3552 0.8649 -3.5103 3.03 -0.73 -0.15
C -1.2377 1.6427 -2.8015 -0.31 -1.72 -3.40
H -0.8192 3.2802 -1.5372 -0.23 -2.17 -0.70
H 1.2734 2.8884 -1.0680 -0.24 -2.31 -2.60
H 2.0145 0.8716 -3.2925 -0.85 -0.09 0.44
H -0.5546 0.1582 -4.4055 0.42 1.41 1.93
H -2.2569 1.7964 -3.1182 -0.14 0.26 0.71
N 2.6508 -1.2255 0.0644 -1.13 -6.26 2.08
C 3.0053 -0.1014 -0.3924 1.45 6.95 -0.73
C 2.6109 0.8612 0.5883 0.54 -1.41 -0.53
C 2.0552 0.0706 1.6977 0.50 4.64 1.60
C 2.0924 -1.1964 1.3553 0.75 -1.35 -1.26
H 3.1328 -2.0264 -0.2550 -0.07 -1.24 -0.44
H 3.5966 0.0091 -1.3567 -1.08 -0.11 1.54
H 2.7792 1.9240 0.4780 -0.17 -0.17 0.35
H 1.7870 0.4840 2.7311 0.07 -0.68 -1.98
H 1.7870 -2.0481 1.9113 0.03 -0.67 -0.04
N -2.3036 -1.9376 -1.0737 -4.00 0.36 3.63
C -1.5592 -1.9364 -2.1457 0.97 0.77 -4.61
C -0.3295 -2.4640 -1.9168 -3.56 -2.07 5.74
C -0.4447 -3.0477 -0.4618 0.00 2.94 -2.21
C -1.6418 -2.5301 0.0221 0.17 -0.21 -1.48
H -3.3339 -1.6346 -0.9676 2.60 -0.56 -0.59
H -1.8841 -1.5089 -3.1575 0.24 -0.67 1.98
H 0.4010 -2.6457 -2.5565 3.09 -0.63 -2.71
H 0.3565 -3.4294 0.1550 -0.13 -0.22 -0.20
H -2.1053 -2.5029 0.9982 0.12 -0.29 -0.17
```
Positions in Å, forces in eV/Å.